# 1
Computed, not measured: a cluster of 2 separate species, C15H20F4N4O2 in total in a non-equilibrium geometry, with the ωB97M-V functional and the def2-TZVPD basis.

Properties
**Strongest force on any atom**: 6.14 eV Å⁻¹
**HOMO level**: -9.44 eV
**SMILES**: CNC[C@](C#N)([C@H](C#N)N=C(C)C)C(F)(F)C(F)F.O=C1CCCO1
**Orbital gap**: 9.123 eV

```
45
Properties=species:S:1:pos:R:3:mulliken_charge:R:1
H 0.0045 0.1667 2.9222 0.3929
H 4.0552 2.9663 2.1148 0.4046
H 4.0650 2.1057 0.3910 0.3229
H -5.5845 0.2718 -4.6342 0.2412
C -0.0568 -1.2114 -1.3009 0.1419
H -1.2370 2.2760 0.3531 0.2027
H -4.7369 1.7984 -4.9708 0.3502
C 3.6986 0.7588 2.1692 0.5721
N 2.5706 0.2400 2.6469 -0.3945
F -0.4678 -0.0505 -2.0764 -0.3313
H -3.9282 -1.3920 -2.8878 0.3766
F 0.4753 -2.1709 -2.2370 -0.3112
C -4.2895 0.5589 -2.1184 0.5554
C 2.0228 -2.1282 3.3490 -0.1211
N -1.2614 0.2963 1.1970 -0.1448
H 3.1756 -1.5752 1.5312 0.4152
H -1.0001 -1.5856 -0.7809 0.2971
H -0.9335 -1.3575 2.5115 0.3178
H -2.4380 -0.4757 -2.4808 -0.6411
H -2.6212 0.9281 -4.3524 0.2468
H -0.0093 2.0049 1.7029 0.1705
F 2.3351 -1.1827 -0.7879 -0.3693
C 0.9015 -1.1680 1.2303 0.9651
H 5.4210 -0.1493 3.4100 0.2849
C 3.5693 2.1983 1.4161 -0.9050
H -2.2078 0.1013 1.5879 0.3298
H 2.4394 2.4432 1.3525 0.0902
F 1.2312 0.7813 -0.3681 -0.3001
O -4.3602 0.6254 -0.9166 -0.5789
C 1.0780 -0.6549 -0.2756 0.9674
C -0.3135 -0.4966 2.0406 -0.9389
C 2.2858 -1.1111 2.1013 -0.0480
C 5.1665 0.1144 2.3113 -0.9298
C -1.0970 1.7833 1.3948 -0.7229
C -3.4391 0.2042 -4.2765 -0.5996
C -3.4439 -0.4122 -2.8949 0.5070
H 5.9362 0.9148 1.9776 0.3391
O -5.0102 1.3404 -2.9686 -0.3860
H -3.3196 -0.5235 -5.0813 0.3712
H -1.8808 2.2537 2.0814 0.3175
C -4.7659 0.9248 -4.3167 -0.4296
C 0.5538 -2.7524 1.1310 -0.1891
N 0.3357 -3.9240 0.9449 -0.5838
H 5.2769 -0.8082 1.6369 0.2733
N 1.8042 -2.9268 4.2205 -0.5286
```


# 2
Computed, not measured: an isolated molecule of C26H29N3O2, with the ωB97M-V functional and the def2-TZVPD basis.

Properties
**Strongest force on any atom**: 0.48 eV Å⁻¹
**HOMO level**: -7.34 eV
**SMILES**: CCN1CCN(c2ccc(NC(=O)c3cccc(OCc4ccccc4)c3)cc2)CC1
**Energy above the lowest of the compared OMol25 structures with the same formula, charge and spin**: 23.4 kcal/mol
**Orbital gap**: 8.125 eV

```
60
Properties=species:S:1:pos:R:3:mulliken_charge:R:1
H 5.9541 0.5431 2.1930 0.4403
H 8.0762 -2.2195 -1.1410 0.3499
H 1.6648 0.1161 2.6392 0.3055
H 6.7881 1.0496 0.7070 0.2484
H 3.9899 -0.5390 -1.6410 0.3757
C -7.9188 -0.9024 -1.7796 -0.6133
H 6.5670 -0.3114 -1.3195 0.3737
H -8.8141 2.0656 0.4992 0.3705
C -2.7307 -0.1465 1.2297 -0.6852
C 3.4979 -0.4122 -0.6900 -0.4326
H -2.7326 1.6586 -1.6266 0.4745
H -5.9138 0.9780 1.1580 0.3433
C 6.2867 -1.1444 -0.6554 -0.9344
C 6.4739 0.1803 1.3079 -0.7634
C 9.7023 -1.6539 0.8423 -0.4605
H -10.3018 0.1083 0.3875 0.3731
C -9.0765 -0.9396 -1.0218 -0.3971
H 10.1920 -1.0254 1.5912 0.4087
H -9.7264 -1.8009 -1.0658 0.3802
C -2.2483 0.4465 0.0639 0.4917
C 7.7229 -0.5929 1.7194 -0.8000
C 2.1776 -0.0284 1.6973 -0.8621
H -6.5777 2.9682 0.1427 0.4050
C 1.4497 -0.0266 0.5088 0.8118
H -7.6622 -1.7346 -2.4181 0.3823
C 7.5532 -1.8942 -0.2413 -0.8195
C 2.1296 -0.2258 -0.6868 -0.7755
C 3.5403 -0.2255 1.6916 -0.6061
O -0.5790 0.2030 -1.6073 -0.6611
H 7.2643 -2.7895 0.3406 0.3263
O -5.1516 2.2229 -1.1602 -0.3964
H 1.5832 -0.2209 -1.6147 0.5063
C -4.0453 0.0566 1.6011 -1.0703
H -0.2859 0.2894 1.5241 0.1808
H 4.0670 -0.2493 2.6334 0.4064
H -4.4276 -0.4093 2.4976 0.3861
C -9.3994 0.1316 -0.2056 -0.5137
C -3.0976 1.2171 -0.7128 -0.3708
H -6.1837 0.2328 -2.3160 0.4172
H -6.8176 3.2112 -1.6004 0.3457
C -7.4013 1.2743 -0.9017 0.4232
N 8.4274 -1.0311 0.5298 0.0214
H 5.6389 -1.8351 -1.1966 0.4932
H -2.1029 -0.7943 1.8243 0.4808
N 5.6046 -0.6743 0.5279 0.2698
C -4.8918 0.8466 0.8406 -0.2967
C -6.5008 2.4853 -0.8420 -0.8488
C -7.0865 0.2013 -1.7241 -0.1338
H 8.3792 0.0622 2.2974 0.4528
C 4.2399 -0.4180 0.4943 0.3548
C -0.8467 0.2547 -0.4236 0.5184
H 10.6520 -0.7774 -0.8745 0.3358
H 7.4286 -1.4472 2.3566 0.3159
C -4.4207 1.4327 -0.3301 0.4940
H 10.2524 -2.4841 -1.0908 0.3257
C -8.5639 1.2322 -0.1427 -0.3939
N 0.0654 0.1669 0.5846 -0.1880
H 11.6124 -2.0268 -0.0713 0.4205
C 10.6092 -1.7439 -0.3799 -1.2995
H 9.5667 -2.6582 1.2833 0.3131
```


# 3
Computed, not measured: a structure of composition C33H26BrN3OSV, with the ωB97M-V functional and the def2-TZVPD basis.

Properties
**Spin multiplicity**: 3
**Strongest force on any atom**: 0.71 eV Å⁻¹
**Charge**: +1
**Expectation value of S²**: 2.02
**HOMO level (alpha / beta)**: -10.42 / -10.61 eV
**Energy above the lowest of the compared OMol25 structures with the same formula, charge and spin**: 0.0 kcal/mol
**Orbital gap (alpha / beta)**: 6.865 / 7.126 eV

```
66
Properties=species:S:1:pos:R:3:mulliken_charge:R:1
C -0.4866 -1.5146 4.5971 -0.8121
H -3.6750 -1.8085 -3.6622 0.5126
H -2.7425 1.0424 2.3355 0.2890
C 2.2727 3.2738 -0.0885 -0.7506
C -0.0903 -0.7666 5.7262 -0.6876
S -1.6652 1.7644 0.3579 0.4848
H -0.2859 -1.1479 6.7189 0.4119
C 2.8004 -1.4338 0.5503 -0.0092
Br -6.5318 -2.2644 -3.0542 -0.1691
H 4.8700 -1.9030 0.9186 0.4419
H 4.5170 -2.2210 -3.8880 0.4405
C -4.9992 -1.9470 -1.9999 -0.4274
H 1.8377 3.2056 -3.4356 0.4852
H -0.9872 -2.4635 4.7375 0.4809
C 0.4000 0.1845 3.1412 -0.2265
H 2.5646 -1.2480 1.5914 0.5124
C -4.0045 -1.7031 0.1779 -0.6789
H -1.3385 -1.8338 -3.4704 0.3154
C 1.4318 2.1761 4.0306 -1.1788
H 0.8405 1.0245 6.4173 0.4342
C 1.4773 2.1818 0.2598 1.1780
H -3.6513 2.3496 1.5433 0.4723
C 0.9762 -1.3632 -2.5314 -0.6076
C 0.7933 0.9352 4.2643 1.1783
H -6.0689 -2.1250 -0.1410 0.4467
O -1.7161 -1.1893 0.3882 -0.3328
H -1.7054 2.2491 -1.9544 0.2290
N 1.8157 -1.2889 -0.3103 0.3492
H 2.7946 3.8466 0.6672 0.4079
H 5.3736 -2.2308 -1.4896 0.4677
H 0.3794 -1.3663 -4.5791 0.4359
C 4.1034 -1.7919 0.1659 -1.1285
H -3.7522 0.6828 0.9160 0.2160
C 1.2676 1.7927 1.6662 0.6771
C 0.5344 0.4364 5.5611 -0.7907
H -3.1187 1.2567 -1.4977 0.1685
C 0.8394 1.3989 -0.7210 0.6829
C 3.3446 -1.8220 -2.1163 0.8437
V -0.0365 -0.3106 0.0703 -0.3067
C 4.3750 -1.9725 -1.1592 -0.6095
H -3.0795 3.0012 -1.1191 0.4741
H -4.0775 -1.7096 1.2582 0.5447
C -3.1065 1.4213 1.3817 -0.9163
C 2.0680 -1.4924 -1.6408 0.8987
C 2.4074 3.6401 -1.4158 -1.0491
C -1.3640 -1.4613 -2.4460 0.0609
C -3.7790 -1.7561 -2.5853 -0.5795
H 2.1345 3.5534 2.5805 0.4201
C -0.2522 -1.0536 3.3314 -0.4583
C 3.5330 -1.9755 -3.5107 -0.8600
C -2.6406 -1.4958 -1.7965 -0.3139
H -0.5865 -1.6216 2.4715 0.3588
C 1.1896 -1.5007 -3.8744 -0.5806
C -2.4847 2.0947 -1.2118 -0.8422
C -2.7416 -1.4384 -0.3886 0.2039
C -5.1087 -1.9383 -0.6027 -0.2809
N 0.6438 0.6333 1.8651 0.9788
H 2.6283 -1.9056 -5.4285 0.4091
C 1.7471 2.9134 -2.3966 -0.7835
H 3.0210 4.4902 -1.6821 0.4192
H 0.4972 1.2495 -2.8420 0.4122
N -0.2603 -1.1202 -1.8766 0.9504
C 0.9852 1.8045 -2.0477 -0.3240
H 1.7291 2.7862 4.8752 0.4388
C 2.4801 -1.8040 -4.3622 -1.1122
C 1.6632 2.5998 2.7604 -1.3149
```


# 4
Computed, not measured: a cluster of 2 separate species, C3H4FO2 in total in a non-equilibrium geometry, with the ωB97M-V functional and the def2-TZVPD basis.

Properties
**Strongest force on any atom**: 3.48 eV Å⁻¹
**Charge**: +1
**HOMO level**: -16.15 eV
**Energy above the lowest of the compared OMol25 structures with the same formula, charge and spin**: 19.8 kcal/mol
**Orbital gap**: 10.212 eV

```
10
Properties=species:S:1:pos:R:3:mulliken_charge:R:1
C 0.6243 0.6045 1.9650 -0.0483
F 0.2400 0.3510 3.1755 -0.1516
C -0.8715 -0.1972 0.7953 0.3292
C -0.6253 -0.6738 -1.6518 0.0454
O -0.0467 -0.3493 -0.6328 -0.1822
O -1.9598 -0.5416 0.8108 -0.2172
H 0.5516 1.6522 1.6883 0.3329
H 1.4709 0.0120 1.6346 0.3243
H -1.7024 -0.8996 -1.6796 0.2794
H -0.0481 -0.7437 -2.5815 0.2881
```


# 5
Computed, not measured: a cluster of 5 separate species, C2H13O5 in total, with the ωB97M-V functional and the def2-TZVPD basis.

Properties
**Strongest force on any atom**: 0.79 eV Å⁻¹
**Charge**: -1
**HOMO level**: -5.01 eV
**Energy above the lowest of the compared OMol25 structures with the same formula, charge and spin**: 11.4 kcal/mol
**Orbital gap**: 8.893 eV

```
20
Properties=species:S:1:pos:R:3:mulliken_charge:R:1
O 2.0282 0.7526 1.2574 -0.7091
C -1.2250 1.2609 1.2411 -0.1880
H -1.0578 -0.7263 2.0845 0.3331
H -2.3607 -0.6030 0.9246 0.3093
H -0.3371 -2.7928 -1.5249 0.3106
H -0.8771 1.6199 0.2603 0.1611
H 0.5435 1.3340 2.0178 0.3972
H 2.5389 1.5080 0.9467 0.2820
C -1.3442 -0.2599 1.1464 -0.8444
H 2.2073 0.1025 0.5271 0.3785
H 2.3028 -1.0433 -1.8152 0.1813
O 2.2843 -0.4248 -1.0781 -1.0723
H -0.4599 0.6140 -2.0460 0.2446
O 0.1990 -0.0126 -2.3423 -0.7973
O -0.3451 1.6743 2.2703 -0.5800
H -0.7546 -0.5987 0.3097 0.1524
H -2.1792 1.7702 1.4010 0.3178
H 1.0891 -0.0621 -1.7262 0.4512
O -1.2039 -2.5320 -1.8544 -0.6761
H -1.0484 -1.5809 -1.9998 0.3480
```